# 1
The following is a DFT calculation (ωB97M-V/def2-TZVPD) of C2H3NS4 in the gas phase in a non-equilibrium geometry.

Total energy, hartree: -1725.3948
E_HOMO, eV: -8.34
Kohn-Sham gap, eV: 7.02
Energy relative to the best compared isomer or geometry (same formula, charge and spin), eV: 2.5095
Charge: 0

Last column: natural (NBO) charge in e.
Atoms and positions in Å:
H1 0.06 -2.76 0.81  0.12
C1 0.40 0.80 0.55  -0.41
S1 -0.56 2.15 -0.15  0.01
S2 2.86 0.43 -0.80  0.84
S3 0.84 -1.78 1.14  0.02
H2 -0.71 -0.82 -0.46  0.25
S4 2.03 1.18 1.19  -0.04
N1 1.78 -0.33 -1.39  -0.65
H3 0.62 2.92 -0.54  0.14
C2 0.11 -0.46 0.15  -0.28



# 2
The following is a DFT calculation (ωB97M-V/def2-TZVPD) of a molecular structure, C2H3NS4 in a non-equilibrium geometry.

Total energy, hartree: -1725.3651
E_HOMO (alpha / beta), eV: -6.43 / -9.04
2S+1: 3
Kohn-Sham gap (alpha / beta), eV: 6.70 / 6.21
Energy relative to the best compared isomer or geometry (same formula, charge and spin), eV: 0.4686
Charge: 0

Last column: Mulliken spin population.
Atoms and positions in Å:
S1 -1.08 2.98 -0.57  0.12
H1 -2.26 2.40 -1.03  0.01
H2 2.88 -3.30 0.60  0.00
C1 -0.15 1.53 -0.01  0.57
N1 2.93 -1.72 -1.00  0.00
C2 2.91 -2.55 -0.22  0.00
S2 -2.88 -0.09 0.16  0.04
S3 1.44 1.57 0.43  1.08
S4 -0.84 -0.09 0.28  0.17
H3 -2.94 -0.72 1.36  0.00



# 3
The following is a DFT calculation (ωB97M-V/def2-TZVPD) of a molecular structure, C2H3NdO2 in a non-equilibrium geometry.

Total energy, hartree: -789.5632
E_HOMO (alpha / beta), eV: -11.64 / -11.67
2S+1: 5
Kohn-Sham gap (alpha / beta), eV: 6.61 / 6.64
Energy relative to the best compared isomer or geometry (same formula, charge and spin), eV: 0.0000
Charge: +1

Last column: Mulliken spin population.
Atoms and positions in Å:
H1 -1.53 -0.23 -0.78  0.00
O1 1.14 -1.10 0.24  -0.01
O2 0.05 1.23 -0.16  0.00
H2 -0.77 -1.85 0.62  0.00
C1 -0.18 -1.03 0.18  0.00
Nd1 2.49 0.75 0.30  4.02
C2 -0.82 0.18 0.06  -0.01
H3 -0.38 2.04 -0.46  0.00